ORCA calculation (ωB97M-V/def2-TZVPD) on 3 unconnected molecules or ions with the total composition C6H7NO3 at a distorted geometry.

```
17
Properties=species:S:1:pos:R:3:forces:R:3
O -1.524 1.481 0.213 0.0 -0.7 0.3
C -1.585 0.398 0.712 0.0 1.0 -0.2
C -0.642 -0.494 1.559 0.7 0.9 0.6
O -1.693 -1.450 1.679 0.2 -0.3 0.1
C -2.609 -0.656 0.920 -0.3 0.0 -0.4
C -4.072 -0.542 1.206 -0.1 0.2 0.3
C -3.604 -1.214 -0.050 0.1 -0.2 -0.3
C 0.581 -1.017 0.898 1.3 -3.0 -3.7
N 1.028 -2.000 0.335 -0.1 1.2 0.7
H -0.375 -0.040 2.528 -0.2 -0.1 -0.2
H -4.438 -1.176 2.015 0.1 0.2 -0.2
H -4.514 0.454 1.143 0.1 -0.3 0.0
H -3.710 -0.692 -1.001 0.0 -0.2 0.3
H -3.648 -2.303 -0.092 0.0 0.3 0.0
O 1.749 0.096 -0.199 -2.0 0.3 0.7
H 1.702 0.877 0.369 1.4 0.5 -0.5
H 1.915 -1.222 -0.500 -1.4 0.2 2.4
```
Positions in Å, forces in eV/Å.

Net charge: 0
E_HOMO: -9.41 eV
LUMO energy: 0.31 eV
Total energy: -513.0703 Eh

ORCA calculation (ωB97M-V/def2-TZVPD) on a single C6H7NO3 molecule at a distorted geometry.

```
17
Properties=species:S:1:pos:R:3:forces:R:3
C -2.018 -0.202 1.523 1.2 -1.8 0.0
C -1.204 -1.496 1.405 -0.8 3.5 -0.4
C 0.734 0.090 -0.785 1.8 -1.5 -1.3
C 1.662 0.909 -0.302 0.3 0.2 -2.1
C -1.171 -0.212 0.555 -1.0 -2.4 1.6
C -0.724 0.341 -0.699 1.6 0.3 2.0
N 1.023 -1.362 1.775 0.5 -0.8 1.6
O -0.204 -1.736 2.346 1.0 0.4 0.0
O 1.882 -1.561 2.555 0.0 0.3 -0.7
O 3.056 0.810 -0.397 -0.5 -3.8 -0.3
H -2.765 0.258 2.087 -1.0 0.6 0.6
H -1.546 -2.431 1.097 -1.1 -1.2 -0.8
H 1.091 -0.862 -1.228 -0.4 0.3 0.4
H 1.277 1.905 -0.183 0.7 0.7 1.0
H -0.886 1.368 -0.547 -0.4 1.7 -0.6
H -1.402 -0.072 -1.371 -0.6 -0.6 -2.1
H 3.333 -0.219 -0.626 -1.3 3.9 0.9
```
Positions in Å, forces in eV/Å.

Net charge: 0
E_HOMO: -8.90 eV
LUMO energy: 0.48 eV
Total energy: -513.0553 Eh
SMILES string: O=NO[C@H]1C=C1C/C=C/O

ORCA calculation (ωB97M-V/def2-TZVPD) on a molecular structure, C6H7NO3 at a distorted geometry.

```
17
Properties=species:S:1:pos:R:3:forces:R:3
O -2.136 1.245 0.727 -0.2 0.0 0.2
C -1.004 1.102 -0.054 0.1 -0.1 -0.4
C 0.381 1.536 0.560 0.1 0.3 0.1
C 0.216 0.314 1.530 0.0 -0.1 0.3
C -0.265 -0.258 0.149 0.3 -0.2 0.5
C -0.697 -1.601 -0.182 -1.7 -0.9 -1.7
N -1.215 -2.499 -0.723 1.1 1.5 1.5
C 0.963 0.512 -0.371 0.6 -0.8 -0.4
O 1.906 0.261 -1.063 -0.4 0.6 0.3
H -2.480 2.138 0.631 0.0 0.0 0.0
H -1.181 1.397 -1.097 0.1 -0.1 0.2
H 0.734 2.544 0.789 -0.1 -0.3 -0.1
H 1.127 -0.119 1.957 -0.2 0.1 -0.2
H -0.583 0.428 2.266 0.2 0.0 -0.2
O 1.707 -2.569 -1.651 -1.9 -0.9 -0.4
H 1.797 -1.603 -1.666 -0.3 -0.2 -0.1
H 0.731 -2.827 -1.803 2.5 1.0 0.4
```
Positions in Å, forces in eV/Å.

Net charge: 0
E_HOMO: -10.35 eV
LUMO energy: 0.19 eV
Total energy: -513.2039 Eh

ORCA calculation (ωB97M-V/def2-TZVPD) on a single C6H7NO3 molecule at a distorted geometry.

```
17
Properties=species:S:1:pos:R:3:forces:R:3
O 1.741 1.012 -0.726 -0.2 0.0 0.0
C 1.917 0.136 0.344 0.0 0.0 0.2
C 1.055 -1.129 0.189 0.1 -0.2 -0.1
C -0.374 -0.833 0.221 -1.2 0.3 0.0
C -1.558 -0.581 0.243 1.2 -0.3 1.8
C -2.990 -0.322 0.307 -1.0 -2.4 -5.2
N -3.394 0.879 -0.139 -1.7 -0.2 -0.3
C 3.374 -0.240 0.496 0.2 0.1 -0.3
O 4.216 0.201 -0.250 -0.3 -0.2 0.3
H 2.613 1.182 -1.112 0.1 0.0 0.0
H 1.633 0.628 1.295 0.0 -0.1 -0.2
H 1.303 -1.629 -0.760 0.0 0.2 0.2
H 1.288 -1.834 1.002 -0.1 0.1 -0.2
H 3.628 -0.927 1.329 0.0 0.1 -0.1
O -3.787 -1.210 -0.091 1.2 -0.5 2.2
H -3.032 1.690 0.349 -0.8 0.5 -0.8
H -4.305 0.524 -0.733 2.3 2.5 2.2
```
Positions in Å, forces in eV/Å.

Net charge: 0
E_HOMO: -9.72 eV
LUMO energy: 0.33 eV
Total energy: -513.1844 Eh
SMILES string: NC(=O)C#CC[C@H](O)C=O

ORCA calculation (ωB97M-V/def2-TZVPD) on a single C6H7NO3 molecule at a distorted geometry.

```
17
Properties=species:S:1:pos:R:3:forces:R:3
O 0.550 0.671 -1.671 0.2 -0.2 -0.3
C -0.199 -0.011 -0.688 -0.3 -0.1 0.2
C 0.660 -0.543 0.469 -1.2 -0.1 -0.3
C 1.411 -1.828 0.168 1.7 -0.6 4.1
N 2.505 -1.762 -0.603 1.5 -1.2 0.2
C -1.294 0.815 -0.156 -0.8 0.8 0.4
C -2.185 1.493 0.312 1.0 -0.6 -0.5
C -3.186 2.364 0.885 -0.4 0.0 0.5
O -3.952 2.012 1.756 0.4 0.2 -0.5
H 1.062 1.378 -1.262 -0.1 0.0 0.1
H -0.663 -0.862 -1.211 0.1 0.2 0.1
H 1.387 0.228 0.768 -0.1 -0.3 -0.2
H 0.023 -0.736 1.341 0.1 -0.1 -0.3
H -3.198 3.398 0.485 0.0 -0.2 0.1
O 1.480 -2.714 1.045 -1.5 1.0 -0.9
H 2.404 -1.458 -1.564 0.9 -0.2 0.2
H 3.194 -2.446 -0.076 -1.4 1.5 -2.8
```
Positions in Å, forces in eV/Å.

Net charge: 0
E_HOMO: -10.00 eV
LUMO energy: -0.09 eV
Total energy: -513.2016 Eh
SMILES string: NC(=O)C[C@H](O)C#CC=O

ORCA calculation (ωB97M-V/def2-TZVPD) on a gas-phase ion, C6H7NO3P (charge -1) at a distorted geometry.

```
18
Properties=species:S:1:pos:R:3:forces:R:3
C -0.447 -1.986 -0.187 0.9 1.3 1.3
C 0.728 -1.268 -0.127 -1.2 -5.1 -1.3
C 2.068 0.796 0.113 1.9 0.4 -0.2
C -1.783 -1.395 0.239 1.3 1.2 -1.1
C 1.803 2.008 -0.490 -0.8 0.0 -0.9
C -0.211 0.805 0.458 -2.0 -0.1 1.7
N 0.782 0.038 0.187 1.6 2.0 0.8
O -1.683 0.823 -1.561 0.0 -0.1 -0.1
O 3.150 0.292 0.505 -1.4 -0.1 -0.1
O -2.897 1.218 0.681 0.2 -0.5 0.6
P -1.873 0.498 -0.116 -1.2 -1.3 -1.8
H -0.407 -3.088 -0.205 0.2 0.7 -0.5
H 1.658 -1.893 -0.274 -0.8 1.7 0.2
H -2.534 -2.139 0.033 -0.8 0.4 0.1
H -1.641 -1.179 1.285 -0.3 -0.6 1.1
H 2.663 2.664 -0.666 -0.6 -0.1 0.0
H 0.796 2.150 -1.005 1.9 0.1 0.6
H -0.172 1.657 1.130 0.9 0.2 -0.6
```
Positions in Å, forces in eV/Å.

Net charge: -1
E_HOMO: -4.10 eV
LUMO energy: 2.68 eV
Total energy: -854.6819 Eh

ORCA calculation (ωB97M-V/def2-TZVPD) on a single C6H7NO5 molecule at a distorted geometry.

```
19
Properties=species:S:1:pos:R:3:forces:R:3
C -2.213 -0.560 -0.430 3.7 -1.8 -0.7
C 0.399 0.403 -0.117 0.2 -2.1 1.9
C -0.252 -1.887 0.922 -5.0 -0.5 -0.8
C -0.016 -2.104 -0.553 -0.1 -1.0 1.2
C -0.494 -0.806 -0.115 -4.2 1.4 -0.5
C 0.159 2.794 -0.401 -0.8 -0.3 -0.5
N -2.897 0.364 0.535 -0.6 -0.2 -0.4
O -2.883 -1.157 -1.206 0.8 0.5 0.7
O 1.505 0.322 0.350 0.4 0.6 -0.6
O -3.979 0.725 0.177 -0.8 0.7 0.0
O -2.357 0.572 1.581 0.7 0.3 1.0
O -0.272 1.441 -0.475 -1.4 2.0 -1.1
H -1.228 -2.259 1.537 2.8 0.7 -1.8
H 0.590 -1.662 1.396 3.1 0.6 2.7
H 1.030 -2.163 -0.800 0.0 -0.3 -0.5
H -0.774 -2.753 -0.913 0.0 -0.5 -1.2
H 1.080 2.960 0.012 2.6 -0.3 0.8
H -0.492 3.385 0.162 -1.6 0.2 1.5
H 0.078 3.284 -1.329 0.3 -0.1 -1.6
```
Positions in Å, forces in eV/Å.

Net charge: 0
E_HOMO: -10.50 eV
LUMO energy: -0.87 eV
Total energy: -663.5994 Eh
SMILES string: COC(=O)C1(C(=O)[N+](=O)[O-])CC1

ORCA calculation (ωB97M-V/def2-TZVPD) on a single C6H7NS molecule at a distorted geometry.

```
15
Properties=species:S:1:pos:R:3:forces:R:3
C -3.104 -0.592 -0.331 0.8 1.6 1.1
C -2.004 -0.119 -0.030 -1.3 0.0 -1.0
C -0.590 0.372 0.277 -2.2 0.2 -0.1
C 1.610 0.848 -0.357 -2.3 -2.3 0.2
C 1.577 -0.651 0.297 -0.4 2.4 -0.8
C 0.181 -0.821 0.731 -0.2 0.2 1.4
H -4.223 -0.699 -0.396 2.1 -0.2 -0.1
H -0.562 1.129 1.051 -0.9 -0.4 1.1
H 0.056 1.019 -1.700 -0.6 -0.6 0.8
H 1.938 1.547 0.402 0.5 0.1 -0.1
H 2.121 0.812 -1.299 0.8 0.5 -0.1
H 2.394 -0.937 0.917 0.5 -0.4 0.2
H -0.141 -1.169 1.721 0.4 -0.3 -0.5
N 0.154 1.134 -0.688 2.2 0.0 -1.4
S 0.594 -1.873 -0.594 0.8 -0.9 -0.7
```
Positions in Å, forces in eV/Å.

Net charge: 0
E_HOMO: -8.88 eV
LUMO energy: 0.91 eV
Total energy: -685.6413 Eh
SMILES string: C#C[C@@H]1NC[C@@H]2S[C@H]12

ORCA calculation (ωB97M-V/def2-TZVPD) on a single C6H7NS molecule at a distorted geometry.

```
15
Properties=species:S:1:pos:R:3:forces:R:3
C -1.134 -1.229 -0.098 1.4 0.4 -0.8
C -1.557 -2.287 0.394 -0.7 -1.8 0.9
C -0.406 0.061 -0.300 -1.3 1.3 1.0
C -1.398 -0.355 -1.283 0.5 0.2 -0.5
C 1.843 -0.009 0.175 2.2 -0.4 2.5
C -0.894 1.084 0.701 -0.5 0.2 1.2
N 0.958 0.038 -0.661 -1.9 -0.2 -2.6
S 3.499 -0.232 -0.392 -0.4 0.2 -0.5
H -0.959 -0.577 -2.223 0.0 -0.7 -0.7
H -2.394 -0.006 -1.231 -0.7 0.8 -0.3
H 1.688 0.002 1.278 0.2 0.0 -0.6
H -2.000 1.074 0.736 0.5 -0.2 -0.1
H -0.666 2.149 0.375 0.4 -1.3 0.9
H -0.608 0.657 1.728 0.0 1.7 -1.2
H 4.029 -0.369 0.800 0.3 0.0 0.7
```
Positions in Å, forces in eV/Å.

Net charge: 0
E_HOMO: -9.70 eV
LUMO energy: -0.15 eV
Total energy: -685.5548 Eh

ORCA calculation (ωB97M-V/def2-TZVPD) on a gas-phase ion, C6H7O5S (charge -1) at a distorted geometry.

```
19
Properties=species:S:1:pos:R:3:forces:R:3
C 1.643 -0.299 0.383 0.6 0.6 0.3
C 0.299 -0.953 0.008 -0.6 -0.1 -0.4
C 1.529 -1.698 0.103 -0.1 -0.8 -0.1
C -2.521 0.843 -0.948 0.3 0.0 0.3
C -1.055 -0.975 0.026 1.8 1.6 0.3
C -1.788 0.324 0.297 0.1 0.1 -0.5
O 4.131 0.675 1.221 -0.3 -0.1 -0.3
O 2.038 -2.784 -0.043 0.1 0.2 0.1
O 4.136 -0.020 -1.143 -0.2 0.1 0.4
O 3.081 2.095 -0.494 0.0 -0.3 0.2
O -2.681 0.239 1.404 -0.3 -0.1 0.2
S 3.541 0.781 -0.096 -1.1 -0.4 -0.7
H 1.712 0.123 1.373 -0.1 -0.1 0.4
H -3.290 0.139 -1.265 -0.1 -0.1 -0.1
H -2.992 1.801 -0.730 -0.1 0.0 0.0
H -1.805 0.978 -1.756 0.0 0.0 -0.1
H -1.621 -1.874 -0.166 0.0 -0.3 0.0
H -1.048 1.074 0.601 -0.1 -0.2 -0.1
H -3.309 -0.471 1.227 0.0 0.0 0.0
```
Positions in Å, forces in eV/Å.

Net charge: -1
E_HOMO: -4.95 eV
LUMO energy: 2.97 eV
Total energy: -1007.1673 Eh
SMILES string: C[C@@H](O)/C=C1/C(=O)[C@H]1S(=O)(=O)[O-]

Gap between HOMO and LUMO per entry: 9.72; 9.38; 10.54; 10.05; 9.91; 6.78; 9.63; 9.79; 9.54; 7.92 eV
Relative energy (zero: lowest compared OMol25 entry of this formula, charge and spin) per entry: 637.6; 676.8; 286.9; 338.0; 292.9; 340.4; 81.5; 337.6; 564.7; 174.3 kJ/mol